Computed, not measured: a cluster of 2 separate species, C42H44FNO5S2Si in total, with wB97M-V/def2-TZVPD.

The geometry in ORCA input format:
```
! RIJCOSX wB97M-V def2-TZVPD def2/J DEFGRID3
* xyz 0 1
S -1.95 -1.08 -4.40
S 0.37 0.06 -2.57
Si 2.94 1.22 3.94
F -0.32 -2.50 -2.88
O 1.47 -0.50 -1.69
O -0.46 1.22 -2.11
O 1.82 0.56 2.86
O -1.31 -0.78 -5.74
O -3.06 -0.24 -3.82
N -1.75 -0.49 2.20
C 1.15 0.56 -4.11
C -6.77 -0.45 3.76
C 0.32 -1.43 1.32
C -8.90 -0.23 2.00
C -2.46 -4.97 -5.33
C 1.44 -1.62 4.48
C -5.26 0.54 2.06
C -0.18 1.68 3.64
C -4.08 0.01 2.55
C -3.52 -5.34 -4.53
C -0.62 -2.60 1.69
C 0.63 1.62 -4.82
C 0.35 -0.79 4.25
C -4.09 -4.42 -3.67
C 0.43 0.33 3.20
C -1.96 -1.96 2.07
C 2.26 1.45 5.67
C -1.34 3.09 5.20
C -8.03 -0.86 4.14
C -0.75 3.96 3.07
C -0.83 -1.09 4.90
C 1.21 1.99 -6.02
C -3.61 -3.13 -3.64
C 4.47 0.14 4.03
C -6.56 0.11 2.49
C -2.81 0.38 2.12
C -1.98 -3.68 -5.29
C -1.35 4.13 4.30
C -0.76 1.88 4.88
C 2.83 0.25 -5.77
C -0.61 -1.28 -3.24
C -0.91 -2.13 5.81
C 2.24 -0.12 -4.57
C -9.10 -0.76 3.27
C -7.66 0.21 1.61
C 2.31 1.31 -6.49
C -2.56 -2.76 -4.45
C -0.31 -0.16 1.91
C 0.20 -2.90 6.06
C 3.45 2.89 3.27
C -0.17 2.75 2.75
C 1.37 -2.66 5.38
H 0.80 2.81 -6.58
H 4.25 -0.81 4.50
H -9.73 -0.16 1.31
H 2.24 -3.28 5.55
H 4.15 3.38 3.94
H 2.34 -1.47 3.90
H -0.72 -3.32 0.87
H -0.29 0.65 1.18
H -5.96 -0.52 4.46
H -1.72 -0.53 4.66
H -4.92 -4.71 -3.05
H -4.05 -2.39 -2.98
H 2.57 3.52 3.16
H -0.74 4.77 2.37
H 2.64 -0.94 -4.00
H -2.37 -2.37 3.00
H -1.81 5.07 4.56
H -0.21 -3.15 2.55
H 5.24 0.64 4.62
H -0.73 1.11 5.62
H -2.71 -2.12 1.29
H -1.79 3.22 6.17
H -0.23 2.14 -4.44
H -2.02 -5.69 -6.00
H -1.84 -2.33 6.31
H -2.68 1.29 1.58
H -7.50 0.59 0.62
H 4.86 -0.04 3.04
H -3.90 -6.35 -4.56
H -5.19 1.20 1.22
H 0.15 -3.71 6.77
H 0.42 -1.34 0.23
H 3.06 1.66 6.37
H 2.77 1.60 -7.42
H 1.56 2.29 5.67
H 1.33 -1.58 1.72
H -4.15 -0.83 3.22
H 1.73 0.56 5.99
H 3.69 -0.29 -6.13
H 0.32 2.64 1.80
H 3.91 2.77 2.29
H -10.08 -1.07 3.58
H -8.19 -1.25 5.14
H -1.16 -3.38 -5.92
*
```

orbital gap	0.099	hartree
total energy	-88257.245	eV
largest force on an atom	4.8	eV Å⁻¹
HOMO energy	-5.365	eV